12
Properties=species:S:1:pos:R:3 method="wB97M-V/def2-TZVPD" total_energy_ha=-1218.089818 lumo_ha=-0.0195 multiplicity=1 e_homo_ev=-8.6 homo_lumo_gap_ev=8.08 charge=0 e_above_lowest_kcal_mol=28.4
C -1.4059 1.6500 0.3557
C 1.8626 -1.7799 0.2399
P -0.5247 0.3631 -0.5412
S -1.3410 -1.3700 -0.2412
S 1.4462 0.4396 -0.2196
H -1.3443 2.6417 0.0394
H -2.4350 1.3714 0.0209
H -1.3143 1.7736 1.4536
H 1.4201 -2.0278 1.1430
H 2.9682 -1.7145 0.3581
H 1.4317 -2.1865 -0.7184
H -0.7636 0.8392 -1.8904

***

10
Properties=species:S:1:pos:R:3 method="wB97M-V/def2-TZVPD" total_energy_ha=-478.572222 lumo_ha=0.1626 multiplicity=1 e_homo_ev=-2.5 homo_lumo_gap_ev=6.92 charge=-1 e_above_lowest_kcal_mol=23.2
S 0.8073 2.4227 -0.6702
H 1.3103 2.8470 -1.7834
C 0.3854 -0.9975 0.7202
C -0.8537 -0.4484 0.0071
H 1.1416 -0.8421 -0.0672
H 0.6358 -0.4902 1.6793
H 0.2364 -2.0766 0.7160
H -1.5463 0.2483 0.5058
H -1.6694 -1.0826 -0.5471
H -0.4473 0.4193 -0.5605

***

11
Properties=species:S:1:pos:R:3 method="wB97M-V/def2-TZVPD" total_energy_ha=-876.775717 lumo_ha=0.1275 multiplicity=1 e_homo_ev=-2.8 homo_lumo_gap_ev=6.25 charge=-1 e_above_lowest_kcal_mol=21.5
S -0.2358 -2.3684 0.7130
H -0.9990 -3.2935 0.0300
C 1.7239 0.6676 0.4912
C 0.3518 1.5496 0.2095
S -0.8143 1.3851 -1.1071
H 1.4479 -0.4254 0.5925
H 2.2571 0.8509 -0.4241
H 2.3315 1.0913 1.4195
H 0.6738 2.6172 0.2129
H -0.3307 1.4511 1.1332
H -1.0329 0.1368 -0.8621

***

11
Properties=species:S:1:pos:R:3 method="wB97M-V/def2-TZVPD" total_energy_ha=-876.798424 lumo_ha=0.1350 multiplicity=1 e_homo_ev=-3.0 homo_lumo_gap_ev=6.70 charge=-1 e_above_lowest_kcal_mol=7.3
S 2.1103 -0.6852 -0.2858
H 2.4080 -1.6510 0.6852
C -1.6492 -0.5887 1.3737
C -0.8945 0.6066 0.8669
S -0.9090 0.8193 -0.9477
H -1.3543 -1.5254 0.9537
H -2.6874 -0.5252 0.9661
H -1.6461 -0.7116 2.4509
H -1.1348 1.5483 1.3772
H 0.1833 0.5077 1.0220
H 0.2741 0.1054 -1.1629

***

11
Properties=species:S:1:pos:R:3 method="wB97M-V/def2-TZVPD" total_energy_ha=-876.747029 lumo_ha=0.1382 multiplicity=1 e_homo_ev=-3.3 homo_lumo_gap_ev=7.02 charge=-1 e_above_lowest_kcal_mol=39.5
C 1.9476 -1.2574 -0.7680
S 1.0878 0.1031 -1.6955
H 2.8734 -1.4022 -1.3092
H 1.2288 -2.0776 -0.6100
H 2.3400 -1.0912 0.2519
H -0.0442 0.1846 -0.3693
C -1.8772 0.2544 2.3595
S -1.1708 0.5497 0.7247
H -2.9753 0.2250 2.3483
H -1.4820 0.8237 3.2105
H -1.4620 -0.7406 2.5737

***

12
Properties=species:S:1:pos:R:3 method="wB97M-V/def2-TZVPD" total_energy_ha=-1274.991750 lumo_ha=0.1092 multiplicity=1 e_homo_ev=-2.2 homo_lumo_gap_ev=5.14 charge=-1 e_above_lowest_kcal_mol=12.3
C -2.5719 1.3304 -0.4173
S -4.3287 1.5438 0.1002
H -2.1765 2.3363 -0.5416
H -2.4263 0.7530 -1.3146
H -2.0901 0.9881 0.4928
C 3.4114 -1.5517 -0.0727
S 2.9573 -0.0651 0.8156
S 0.8943 -0.1039 0.9144
H 4.5099 -1.5844 -0.0671
H 3.0635 -2.4649 0.4287
H 3.1528 -1.5853 -1.1359
H -4.3956 0.4037 0.7974